Formula: C15H12ClIrNO6
Source: the OMol25 dataset
Level of theory: wB97M-V/def2-TZVPD

XYZ file:
```
36
Properties=species:S:1:pos:R:3:nbo_charge:R:1
Ir 0.057 -0.138 0.317 1.067
O 4.388 0.376 4.650 -0.520
C 3.532 0.274 3.808 0.392
C 2.010 0.442 4.041 0.364
O 1.479 0.702 5.101 -0.565
C 1.409 0.220 2.727 0.265
C 2.384 -0.035 1.767 0.200
O 2.061 -0.235 0.524 -0.645
C 3.734 -0.033 2.331 0.377
O 4.790 -0.229 1.767 -0.553
O 0.149 0.220 2.416 -0.705
N -3.739 1.404 -0.419 -0.799
C -2.422 1.133 -0.322 0.710
O -2.051 0.026 0.084 -0.590
C -1.419 2.152 -0.766 -0.526
C -0.069 1.866 -0.111 -0.554
H -4.389 0.749 -0.017 0.406
H -4.041 2.347 -0.579 0.396
H -1.808 3.160 -0.582 0.205
H -1.349 2.035 -1.854 0.236
H -0.014 2.378 0.860 0.187
H 0.756 2.219 -0.730 0.197
Cl 1.850 -3.551 1.350 -0.031
C 2.079 -3.286 -0.364 -0.030
C 3.269 -3.718 -0.926 -0.217
C 3.502 -3.532 -2.278 -0.248
C 2.526 -2.913 -3.051 -0.235
C 1.348 -2.484 -2.467 -0.160
C 1.086 -2.643 -1.101 -0.049
C -0.157 -2.101 -0.502 -0.831
H 4.010 -4.186 -0.292 0.219
H 4.437 -3.855 -2.716 0.203
H 2.688 -2.755 -4.111 0.198
H 0.598 -1.986 -3.072 0.189
H -0.466 -2.623 0.407 0.238
H -0.972 -2.092 -1.227 0.211
```

Multiplicity: 1
HOMO energy (alpha / beta) (eV): -3.7 / -3.9
Charge: -1
Orbital gap (alpha / beta) (eV): 5.8 / 6.0

***

Formula: C11H22GaN3O4
Source: the OMol25 dataset
Level of theory: wB97M-V/def2-TZVPD

XYZ file:
```
41
Properties=species:S:1:pos:R:3:nbo_charge:R:1
Ga -0.239 0.940 -0.372 1.758
C 2.557 -0.023 -0.775 -0.292
O 1.731 0.924 -0.115 -0.578
C 2.060 2.264 -0.493 -0.111
C 1.019 3.162 0.150 -0.113
O -0.235 2.738 -0.372 -0.615
C -1.341 3.144 0.422 -0.124
C -2.529 2.307 -0.030 -0.109
O -2.192 0.920 -0.115 -0.600
C -1.912 0.314 1.137 -0.380
H 3.608 0.142 -0.518 0.229
H 2.420 0.037 -1.859 0.180
H 2.269 -1.023 -0.442 0.241
H 2.018 2.354 -1.584 0.208
H 3.064 2.516 -0.136 0.254
H 1.186 4.213 -0.100 0.253
H 1.043 3.031 1.238 0.243
H -1.534 4.212 0.276 0.261
H -1.137 2.963 1.482 0.234
H -2.820 2.610 -1.041 0.236
H -3.396 2.451 0.624 0.260
H -2.722 0.500 1.849 0.228
H -0.961 0.671 1.542 0.222
H -1.828 -0.766 0.982 0.214
C 1.926 -3.647 1.035 -0.413
N 0.834 -3.012 0.321 -0.382
C -0.100 -3.773 -0.337 0.148
C -1.100 -3.201 -1.005 -0.349
C -1.122 -1.724 -0.987 0.520
N -0.239 -1.003 -0.372 -0.770
C 0.788 -1.613 0.308 0.775
O 1.641 -0.948 0.894 -0.576
N -2.121 -1.056 -1.641 -0.741
H 1.830 -4.737 1.031 0.241
H 1.933 -3.292 2.071 0.245
H 2.872 -3.364 0.562 0.232
H 0.006 -4.853 -0.297 0.260
H -1.853 -3.752 -1.547 0.274
H -3.034 -1.491 -1.650 0.432
H -2.150 -0.075 -1.377 0.395
H -0.239 0.940 1.238 -0.389
```

Multiplicity: 1
HOMO energy (eV): -14.3
Charge: +2
Orbital gap (eV): 6.6

***

Formula: C42H41BaNO4P2
Source: the OMol25 dataset
Level of theory: wB97M-V/def2-TZVPD

XYZ file:
```
91
Properties=species:S:1:pos:R:3:lowdin_charge:R:1
Ba 1.821 -0.950 -3.832 1.617
C -2.775 0.573 0.052 -0.104
C -3.564 0.649 -1.036 -0.112
C -3.899 1.875 -1.823 -0.223
C -2.724 2.438 -2.611 -0.199
C -1.658 3.207 -1.872 -0.106
C -1.447 3.290 -0.563 -0.111
C -2.464 3.094 0.516 -0.203
C -2.489 1.637 1.066 -0.176
C 3.148 0.626 -1.998 -0.423
H -2.340 -0.385 0.315 0.095
H -4.064 -0.276 -1.405 0.100
H -4.369 2.682 -1.246 0.100
H -4.670 1.577 -2.560 0.108
H -2.278 1.663 -3.253 0.107
H -3.175 3.134 -3.326 0.103
H -0.985 3.742 -2.549 0.097
H -0.477 3.597 -0.150 0.108
H -3.486 3.390 0.212 0.098
H -2.174 3.749 1.359 0.111
H -1.502 1.492 1.541 0.102
H -3.253 1.597 1.864 0.119
H 3.383 0.241 -0.986 -0.066
H 2.598 1.568 -1.799 -0.076
H 4.099 0.857 -2.525 -0.099
P 0.250 -2.477 -7.046 0.993
P 2.310 0.256 -7.726 1.001
C -0.262 -0.868 -7.693 -0.357
C 0.555 0.131 -8.112 -0.362
C -0.380 -3.501 -8.511 -0.365
C -1.488 -3.128 -9.294 -0.100
C -1.754 -3.779 -10.513 -0.077
C -0.957 -4.848 -10.945 -0.081
C 0.074 -5.294 -10.108 -0.087
C 0.362 -4.637 -8.905 -0.105
C -1.141 -2.639 -5.861 -0.408
C -1.108 -1.665 -4.831 -0.243
C -1.930 -1.832 -3.725 -0.082
C -2.982 -2.742 -3.767 -0.066
C -3.129 -3.610 -4.861 -0.062
C -2.164 -3.592 -5.878 -0.080
C 2.818 0.721 -9.518 -0.334
C 2.447 -0.145 -10.569 -0.109
C 2.811 0.125 -11.895 -0.087
C 3.547 1.272 -12.212 -0.088
C 3.903 2.151 -11.181 -0.082
C 3.548 1.878 -9.850 -0.086
C 2.374 1.920 -6.973 -0.438
C 3.534 2.233 -6.243 -0.127
C 3.644 3.466 -5.609 -0.071
C 2.607 4.402 -5.705 -0.071
C 1.477 4.114 -6.471 -0.073
C 1.362 2.880 -7.119 -0.087
H -1.355 -0.768 -7.792 0.082
H 0.173 0.902 -8.792 0.083
H -2.159 -2.326 -8.975 0.100
H -2.586 -3.451 -11.129 0.102
H -1.134 -5.315 -11.918 0.107
H 0.669 -6.154 -10.415 0.104
H 1.163 -5.009 -8.261 0.099
H -0.593 -0.690 -4.978 0.044
H -1.744 -1.204 -2.838 0.100
H -3.705 -2.770 -2.952 0.108
H -3.977 -4.294 -4.911 0.109
H -2.255 -4.309 -6.703 0.107
H 1.854 -1.041 -10.360 0.098
H 2.525 -0.560 -12.692 0.103
H 3.847 1.477 -13.242 0.104
H 4.464 3.050 -11.416 0.101
H 3.836 2.590 -9.078 0.097
H 4.354 1.507 -6.197 0.106
H 4.542 3.697 -5.035 0.113
H 2.687 5.360 -5.188 0.109
H 0.673 4.849 -6.575 0.110
H 0.482 2.670 -7.722 0.093
O 1.762 -2.129 -1.216 -0.196
C 1.046 -1.284 -0.582 -0.644
O 0.267 -0.480 -1.234 -0.160
C 1.183 -1.164 0.956 -0.088
C 1.394 0.096 1.564 -0.007
C 1.509 0.258 2.955 0.011
C 1.234 -0.829 3.802 -0.172
C 1.145 -2.121 3.231 0.008
C 1.104 -2.270 1.839 -0.004
N 0.605 -0.596 5.057 -0.330
O 0.491 0.574 5.474 0.049
O 0.119 -1.571 5.665 0.046
H 1.452 0.990 0.945 0.117
H 1.721 1.229 3.418 0.122
H 1.041 -2.948 3.931 0.116
H 0.948 -3.281 1.458 0.118
```

Multiplicity: 1
HOMO energy (eV): -6.4
Orbital gap (eV): 6.1

***

Copy entry 2 word for word.
Formula: C11H22GaN3O4
Source: the OMol25 dataset
Level of theory: wB97M-V/def2-TZVPD

XYZ file:
```
41
Properties=species:S:1:pos:R:3:nbo_charge:R:1
Ga -0.239 0.940 -0.372 1.758
C 2.557 -0.023 -0.775 -0.292
O 1.731 0.924 -0.115 -0.578
C 2.060 2.264 -0.493 -0.111
C 1.019 3.162 0.150 -0.113
O -0.235 2.738 -0.372 -0.615
C -1.341 3.144 0.422 -0.124
C -2.529 2.307 -0.030 -0.109
O -2.192 0.920 -0.115 -0.600
C -1.912 0.314 1.137 -0.380
H 3.608 0.142 -0.518 0.229
H 2.420 0.037 -1.859 0.180
H 2.269 -1.023 -0.442 0.241
H 2.018 2.354 -1.584 0.208
H 3.064 2.516 -0.136 0.254
H 1.186 4.213 -0.100 0.253
H 1.043 3.031 1.238 0.243
H -1.534 4.212 0.276 0.261
H -1.137 2.963 1.482 0.234
H -2.820 2.610 -1.041 0.236
H -3.396 2.451 0.624 0.260
H -2.722 0.500 1.849 0.228
H -0.961 0.671 1.542 0.222
H -1.828 -0.766 0.982 0.214
C 1.926 -3.647 1.035 -0.413
N 0.834 -3.012 0.321 -0.382
C -0.100 -3.773 -0.337 0.148
C -1.100 -3.201 -1.005 -0.349
C -1.122 -1.724 -0.987 0.520
N -0.239 -1.003 -0.372 -0.770
C 0.788 -1.613 0.308 0.775
O 1.641 -0.948 0.894 -0.576
N -2.121 -1.056 -1.641 -0.741
H 1.830 -4.737 1.031 0.241
H 1.933 -3.292 2.071 0.245
H 2.872 -3.364 0.562 0.232
H 0.006 -4.853 -0.297 0.260
H -1.853 -3.752 -1.547 0.274
H -3.034 -1.491 -1.650 0.432
H -2.150 -0.075 -1.377 0.395
H -0.239 0.940 1.238 -0.389
```

Multiplicity: 1
HOMO energy (eV): -14.3
Charge: +2
Orbital gap (eV): 6.6